Record 1
Below is C5H10N2O in the gas phase in a non-equilibrium geometry, with properties calculated with ωB97M-V with the def2-TZVPD basis set.

Cartesian coordinates (Å):
C -1.5923 0.0728 -2.2599
C -1.0463 0.0548 -1.0823
C -0.6080 0.0136 0.1458
C -1.4548 0.1339 1.3752
C 0.8817 -0.2288 0.3606
N 1.3787 0.6387 1.4010
N 1.5024 -0.0794 -0.9689
O 1.1359 -1.5346 0.8037
H -2.0070 -0.8201 -2.7004
H -1.6565 0.9761 -2.8471
H -1.0612 0.9292 2.0126
H -2.4897 0.3465 1.1084
H -1.4029 -0.7975 1.9440
H 1.4991 1.5880 1.0678
H 2.2551 0.2802 1.7633
H 1.3856 0.8534 -1.3458
H 2.4971 -0.2846 -0.9216
H 0.7830 -2.1421 0.1435

Results
**SMILES**: C=C=C(C)C(N)(N)O
**Kohn-Sham gap**: 9.73 eV
**Energy relative to the best compared isomer or geometry (same formula, charge and spin)**: 184.7 kJ/mol
**Max |F|**: 1.3 eV Å⁻¹
**HOMO**: -0.327 Eh
**Multiplicity**: 1
**Energy**: -10373.391 eV

natural (NBO) population analysis, charges in e, atoms 1 to 6:
1. C -0.49
2. C 0.11
3. C -0.13
4. C -0.63
5. C 0.51
6. N -0.86


Record 2
Below is C5H10N2O in the gas phase in a non-equilibrium geometry, with properties calculated with ωB97M-V with the def2-TZVPD basis set.

Cartesian coordinates (Å):
C -0.4421 2.2873 1.9635
N -0.4841 1.1219 1.4396
N 0.6706 1.0971 0.5681
C 0.3475 0.5077 -0.7512
O -0.8235 1.1082 -1.2160
C 0.2832 -1.0104 -0.7310
C 1.2695 -1.7180 -1.2664
C -0.9443 -1.6285 -0.1331
H 0.6623 2.5725 1.4315
H -1.2688 2.5221 2.6281
H 1.4964 0.6863 0.9943
H 1.1474 0.8251 -1.4282
H -1.4887 1.0282 -0.5172
H 1.2483 -2.7976 -1.2823
H 2.1126 -1.2496 -1.7532
H -1.1360 -1.2274 0.8626
H -1.8138 -1.4167 -0.7580
H -0.8364 -2.7082 -0.0512

Results
**SMILES**: C=NN[C@H](O)C(=C)C
**Kohn-Sham gap**: 10.08 eV
**Energy relative to the best compared isomer or geometry (same formula, charge and spin)**: 391.6 kJ/mol
**Max |F|**: 3.7 eV Å⁻¹
**HOMO**: -0.334 Eh
**Multiplicity**: 1
**Energy**: -10371.246 eV

natural (NBO) population analysis, charges in e, atoms 1 to 6:
1. C -0.13
2. N -0.33
3. N -0.53
4. C 0.21
5. O -0.70
6. C -0.01